*1*
Here is a 7-piece molecular cluster, H14O6S2 overall from the Open Molecules 2025 dataset. Energies are from the ωB97M-V functional and the def2-TZVPD basis.

```
! RIJCOSX wB97M-V def2-TZVPD def2/J DEFGRID3
* xyz 0 1
S -3.775 -0.441 -0.959
S -2.991 0.870 -2.338
H -2.838 -0.401 0.006
H -2.002 0.153 -2.855
H 5.815 0.005 2.579
H 4.779 0.180 1.481
O 5.293 -0.494 1.944
H 0.417 -1.260 5.500
H 0.275 -0.273 4.428
O 0.958 -0.859 4.795
H 2.579 -1.169 1.728
H 1.622 -1.203 2.832
O 1.625 -1.270 1.864
H 4.169 -0.953 -1.303
H 3.299 0.313 -1.701
O 4.086 0.003 -1.248
H 0.346 1.222 -2.389
H 1.148 0.337 -3.353
O 0.244 0.594 -3.121
H -1.721 0.897 1.750
H -0.170 0.621 1.616
O -0.959 0.933 1.171
*
```

Results
* LUMO: 0.080 eV
* HOMO-LUMO gap: 8.98 eV

*2*
Here is a 7-piece molecular cluster, H14O6S2 overall from the Open Molecules 2025 dataset. Energies are from the ωB97M-V functional and the def2-TZVPD basis.

```
! RIJCOSX wB97M-V def2-TZVPD def2/J DEFGRID3
* xyz 0 1
S 3.656 0.573 -1.170
S 4.374 -1.148 -0.245
H 2.423 0.388 -0.630
H 5.633 -0.794 0.192
H -0.488 -0.579 -2.250
H -1.941 -0.428 -1.750
O -1.024 -0.154 -1.565
H 2.788 -2.997 1.102
H 1.404 -2.565 1.705
O 1.918 -3.304 1.355
H -4.135 0.811 1.067
H -4.466 -0.634 1.233
O -3.947 -0.062 0.656
H -5.371 0.720 -1.181
H -5.144 2.048 -0.433
O -5.698 1.607 -1.091
H -4.920 5.278 2.191
H -3.680 5.407 1.258
O -4.347 4.810 1.572
H -0.722 -2.749 0.683
H -0.351 -1.319 0.859
O -0.566 -2.103 1.364
*
```

Results
* LUMO: 0.109 eV
* HOMO-LUMO gap: 9.16 eV

Energy ordering: *1* at the bottom, the next structure 6.0 kcal/mol above.

*1*
Here is a 7-piece molecular cluster, H14O6S2 overall from the Open Molecules 2025 dataset. Energies are from the ωB97M-V functional and the def2-TZVPD basis.

```
! RIJCOSX wB97M-V def2-TZVPD def2/J DEFGRID3
* xyz 0 1
S -0.528 2.295 0.608
S -1.947 3.841 0.594
H 0.499 3.017 0.133
H -2.514 3.335 1.696
H -1.325 -2.100 -1.037
H 0.064 -1.816 -1.708
O -0.359 -2.266 -0.976
H -0.439 -1.102 0.426
H -1.371 -1.548 1.471
O -0.862 -0.753 1.248
H 3.356 0.002 -0.473
H 2.528 -0.117 0.797
O 2.440 -0.176 -0.169
H 1.991 -0.167 3.555
H 1.217 -0.882 2.431
O 2.029 -0.317 2.590
H 1.470 -0.282 -1.918
H 1.070 0.477 -3.142
O 1.067 -0.403 -2.787
H -2.423 -0.140 -0.413
H -3.382 -0.278 -1.689
O -2.581 -0.621 -1.235
*
```

Results
* LUMO: 0.388 eV
* HOMO-LUMO gap: 8.96 eV

*2*
Here is a 7-piece molecular cluster, H14O6S2 overall from the Open Molecules 2025 dataset. Energies are from the ωB97M-V functional and the def2-TZVPD basis.

```
! RIJCOSX wB97M-V def2-TZVPD def2/J DEFGRID3
* xyz 0 1
S -1.780 -1.401 -1.574
S -2.970 -2.885 -0.705
H -0.685 -1.649 -0.866
H -2.894 -2.360 0.526
H -0.008 0.929 1.638
H 1.503 0.980 1.781
O 0.759 1.504 1.490
H -0.058 2.671 0.426
H -0.672 4.055 0.119
O -0.512 3.195 -0.260
H 1.538 -2.301 -1.767
H 1.386 -0.822 -1.438
O 1.597 -1.672 -1.041
H 0.482 1.377 -2.026
H 1.969 1.307 -1.956
O 1.199 0.763 -2.173
H 2.007 -1.527 0.798
H 1.346 -1.648 2.164
O 2.112 -1.271 1.733
H -1.803 0.150 0.335
H -2.730 0.332 1.494
O -1.785 0.275 1.301
*
```

Results
* LUMO: 0.086 eV
* HOMO-LUMO gap: 9.60 eV

Energy ordering: *2* at the bottom, the next structure 9.7 kcal/mol above.

*1*
Here is a 2-piece molecular cluster, C3H13N3 overall from the Open Molecules 2025 dataset. Energies are from the ωB97M-V functional and the def2-TZVPD basis.

```
! RIJCOSX wB97M-V def2-TZVPD def2/J DEFGRID3
* xyz 0 1
C -2.174 1.158 1.717
N -0.772 1.521 1.902
C -0.091 0.748 2.915
H -2.230 0.088 1.550
H -2.806 1.425 2.574
H -2.553 1.656 0.818
H -0.647 2.523 1.987
H -0.719 0.552 3.798
H 0.725 1.334 3.348
H 0.284 -0.187 2.508
N 0.339 -0.414 -1.470
C 1.128 -0.832 -2.647
N 1.631 -2.181 -2.572
H 0.104 0.575 -1.575
H 0.927 -0.385 -0.637
H 0.433 -0.748 -3.488
H 1.961 -0.150 -2.871
H 0.888 -2.863 -2.628
H 2.105 -2.318 -1.689
*
```

Results
* LUMO: 1.034 eV
* HOMO-LUMO gap: 9.70 eV

*2*
Here is a 2-piece molecular cluster, C3H13N3 overall from the Open Molecules 2025 dataset. Energies are from the ωB97M-V functional and the def2-TZVPD basis.

```
! RIJCOSX wB97M-V def2-TZVPD def2/J DEFGRID3
* xyz 0 1
C 3.075 0.093 -1.131
N 1.878 0.669 -0.426
C 1.262 1.782 -0.934
H 3.851 0.838 -1.433
H 2.587 -0.189 -2.015
H 3.359 -0.731 -0.498
H 1.172 -0.009 0.026
H 1.203 1.685 -2.069
H 0.169 1.842 -0.535
H 1.762 2.702 -0.668
N -1.220 -0.479 0.272
C -2.076 -1.419 1.039
N -3.172 -0.750 1.911
H -0.997 0.457 0.744
H -1.649 -0.159 -0.601
H -1.487 -1.858 1.792
H -2.506 -2.375 0.502
H -3.922 -0.673 1.326
H -3.288 -1.425 2.697
*
```

Results
* LUMO: 0.970 eV
* HOMO-LUMO gap: 8.74 eV

Energy ordering: *1* at the bottom, the next structure 33.9 kcal/mol above.

*1*
Here is a 3-piece molecular cluster, C3H13N3 overall from the Open Molecules 2025 dataset. Energies are from the ωB97M-V functional and the def2-TZVPD basis.

```
! RIJCOSX wB97M-V def2-TZVPD def2/J DEFGRID3
* xyz 0 1
C -1.249 -0.731 -1.405
N 0.048 -0.106 -1.222
N -1.075 -2.138 -1.745
H -1.920 -2.529 -2.143
H 0.640 -0.195 -2.042
H 0.003 0.838 -0.773
H -0.827 -2.687 -0.931
H -1.810 -0.551 -0.479
H -1.808 -0.257 -2.222
C 1.009 -0.616 0.577
C 0.881 2.015 1.797
N -0.042 1.498 0.828
H -0.898 1.228 1.314
H 1.725 2.502 1.296
H 1.899 -0.006 0.562
H 1.143 -1.585 0.112
H 0.517 -0.666 1.537
H 1.326 1.231 2.459
H 0.439 2.754 2.481
*
```

Results
* LUMO (alpha / beta): 0.451 / 0.512 eV
* HOMO-LUMO gap (alpha / beta): 7.08 / 7.41 eV

*2*
Here is a 2-piece molecular cluster, C3H13N3 overall from the Open Molecules 2025 dataset. Energies are from the ωB97M-V functional and the def2-TZVPD basis.

```
! RIJCOSX wB97M-V def2-TZVPD def2/J DEFGRID3
* xyz 0 1
C -1.784 1.100 1.509
C -1.946 0.367 0.185
N -2.176 -1.060 0.161
H -1.002 0.738 2.179
H -1.510 2.116 1.218
H -2.745 1.233 2.038
H -2.818 0.877 -0.281
H -1.120 0.693 -0.448
H -1.805 -1.462 1.013
H -3.094 -1.414 -0.044
N 0.789 -0.481 -0.227
C 1.848 0.262 -0.963
N 3.227 -0.229 -0.896
H 1.081 -0.665 0.736
H 0.758 -1.457 -0.522
H 1.502 0.329 -1.995
H 1.777 1.271 -0.554
H 3.400 -0.720 -0.031
H 3.914 0.500 -1.010
*
```

Results
* LUMO: 1.056 eV
* HOMO-LUMO gap: 9.73 eV

Energy ordering: *2* at the bottom, the next structure 87.9 kcal/mol above.